Here is C16H41B3F3N7O5P2S as an isolated structure from the Open Molecules 2025 dataset. Energies are from ωB97M-V/def2-TZVPD.

The net charge is 0. Its LUMO energy is 0.11 eV.

Last column: Mulliken charge in e.
Geometry (Å):
F 7.802 0.510 -1.230  -0.290
C 6.570 0.555 -0.693  0.822
F 6.601 1.282 0.427  -0.246
F 6.295 -0.720 -0.309  -0.297
C 5.527 1.000 -1.700  -0.334
C 5.082 2.472 -1.542  -0.698
B 3.742 2.619 -0.729  0.358
O 2.779 3.582 -1.009  -0.403
B 1.557 2.937 -1.126  0.675
O 1.180 2.156 -0.028  -0.406
B 2.194 1.219 0.112  0.740
N 1.883 -0.207 -0.018  -0.381
C 1.889 -0.628 -1.148  0.524
S 1.662 -1.209 -2.585  -0.335
O 3.471 1.711 0.308  -0.658
H 5.943 0.889 -2.697  0.431
H 4.666 0.345 -1.612  -0.002
H 4.841 2.837 -2.543  0.248
H 5.869 3.129 -1.172  0.410
H 0.876 2.928 -2.096  -0.090
O -0.209 3.861 5.018  -0.867
P 0.546 2.768 5.724  0.586
N 1.390 2.036 4.416  0.388
C 0.751 1.187 3.428  -0.948
C 2.410 2.908 3.839  -0.945
N -0.825 1.920 6.389  0.192
C -1.343 0.682 5.849  -1.062
C -1.936 2.788 6.777  -1.075
N 1.591 2.022 6.848  0.089
C 2.371 0.817 6.659  -0.795
C 1.516 2.500 8.225  -1.137
H 1.511 0.709 2.804  0.261
H 0.054 1.735 2.780  0.290
H 0.226 0.353 3.890  0.236
H 3.262 2.993 4.523  0.331
H 2.028 3.916 3.640  0.326
H 2.791 2.504 2.903  0.134
H -1.739 0.799 4.830  0.370
H -2.156 0.315 6.479  0.360
H -0.593 -0.112 5.853  0.248
H -2.568 3.064 5.923  0.315
H -1.573 3.708 7.231  0.312
H -2.557 2.282 7.520  0.374
H 1.785 0.000 6.235  0.218
H 2.754 0.475 7.622  0.419
H 3.238 0.984 6.017  0.200
H 0.850 1.871 8.827  0.336
H 1.134 3.521 8.258  0.354
H 2.502 2.519 8.694  0.424
O -1.948 -1.135 -4.672  -0.904
P -2.560 -2.475 -4.994  0.693
N -3.474 -2.072 -6.399  0.290
C -4.695 -1.288 -6.360  -1.089
C -2.634 -1.753 -7.549  -1.136
N -3.408 -2.694 -3.485  0.196
C -4.828 -2.465 -3.319  -1.084
C -2.691 -2.184 -2.315  -1.043
N -2.762 -4.138 -5.349  0.097
C -3.825 -4.755 -6.115  -0.811
C -1.919 -5.070 -4.607  -1.119
H -5.169 -1.309 -7.343  0.400
H -4.531 -0.242 -6.069  0.296
H -5.432 -1.727 -5.691  0.317
H -2.174 -2.666 -7.943  0.297
H -1.834 -1.047 -7.296  0.307
H -3.221 -1.317 -8.355  0.385
H -5.106 -1.414 -3.479  0.374
H -5.130 -2.737 -2.305  0.362
H -5.424 -3.099 -3.979  0.257
H -2.818 -1.101 -2.187  0.306
H -1.624 -2.386 -2.392  0.255
H -3.053 -2.685 -1.414  0.385
H -4.815 -4.411 -5.811  0.233
H -3.799 -5.836 -5.972  0.421
H -3.717 -4.578 -7.187  0.210
H -2.441 -5.465 -3.728  0.334
H -1.009 -4.575 -4.262  0.340
H -1.601 -5.906 -5.234  0.429

Atomic forces in eV per Å
0.1423 0.4307 0.2009
-0.6646 -1.1717 -0.2239
0.2346 0.2348 -0.0814
0.1323 0.0894 0.0789
0.0971 0.9682 0.1052
-0.6204 -0.0277 -0.3965
1.0911 0.7103 1.1938
0.0195 -0.8975 -1.1451
-0.5677 0.7252 1.0891
0.0982 -0.7687 -1.1940
-0.4648 0.4465 1.6984
0.8492 0.7332 -0.1515
-0.9937 -0.7699 -0.0952
0.3584 0.0726 0.0320
-0.1921 -0.7838 -1.1739
0.1447 -0.2978 0.0203
0.0670 -0.2010 0.0323
0.1159 0.1717 -0.0123
0.0776 -0.0581 0.0899
0.0017 0.3931 -0.0473
1.8541 1.7497 1.8855
-1.9380 -4.7265 -2.5001
0.2293 -0.7136 -0.0644
-0.3985 0.0673 -0.0442
0.0761 0.3450 0.4118
-0.5449 0.3161 0.4710
0.3315 -0.3140 -0.0203
-0.0352 0.1814 -0.3253
0.5168 2.8557 0.8965
0.4262 -0.0143 -0.6280
-0.2320 -0.1422 0.0517
0.1209 0.1921 0.0016
-0.0153 -0.1041 -0.0712
-0.0885 0.1540 0.0620
-0.0279 0.0772 -0.0041
0.0119 -0.0195 -0.0805
-0.0817 -0.1657 0.0237
-0.0525 -0.0735 0.0296
-0.0166 0.1313 0.0653
0.0812 0.0781 -0.1247
-0.0253 0.0700 0.0455
0.0010 0.0171 -0.0609
0.0764 -0.1429 -0.0283
-0.0352 0.0624 -0.0416
-0.1577 0.1921 0.1233
-0.0337 -0.0737 -0.0538
0.0245 0.0055 0.0147
-0.0535 -0.0120 -0.0118
0.0160 -0.0017 -0.0547
2.7831 -1.6616 -0.6328
-5.9816 1.2496 0.3492
-0.6133 -0.2363 -0.2756
-0.0261 0.1698 0.3076
0.4546 -0.2597 0.1467
0.4531 -0.0494 0.8478
-0.2299 -0.2498 -0.3275
0.0468 0.3566 -0.1396
3.1393 -0.0803 0.0422
-0.0874 0.3070 -0.7338
-0.1792 0.0103 0.2371
0.1773 0.0709 -0.0894
-0.0831 0.0193 -0.0145
0.1320 0.0421 0.1240
0.0678 0.0410 0.0275
-0.0384 0.0566 -0.0586
-0.1630 -0.0319 0.0861
-0.0676 -0.0199 0.0493
0.1397 0.0046 0.0487
0.0436 0.0931 -0.1341
0.0770 0.0010 0.0482
-0.0004 0.0566 -0.0271
-0.1240 -0.0650 -0.0810
0.0388 0.0790 0.0110
0.1926 0.0377 0.2051
-0.0905 0.0283 0.0030
0.0138 -0.0246 -0.0139
-0.0215 0.0276 0.0456
-0.0095 0.0364 -0.0391